1.
2 unconnected molecules or ions with the total composition C4H8N3S. Source: OMol25; level of theory: ωB97M-V with the def2-TZVPD basis set.

Properties
2S+1 ... 1
LUMO ... -4.51 eV
Total charge ... +1
Total energy ... -19573.5739 eV
Molar mass ... 130.196 u
Gap between HOMO and LUMO ... 7.3 eV

Last column: Mulliken charge in e.
Positions of all 16 atoms, in Å:
1 C -0.29954 3.48606 -1.46186  -0.0347
2 C -0.05746 0.99938 -1.24657  0.5767
3 C 0.13357 -0.33345 -1.27479  -1.1114
4 C -0.36407 -0.98903 1.13665  -0.1532
5 N -1.36587 2.89234 -1.63288  -0.6768
6 N -1.24033 1.57810 -1.59605  0.2180
7 N 0.72951 -1.15990 1.80105  -0.2287
8 S 1.06727 2.41606 -1.02507  -0.0726
9 H -0.09225 4.58001 -1.45143  0.3837
10 H -0.73995 -0.94906 -1.70793  0.2544
11 H 1.06850 -0.75394 -1.40672  0.4041
12 H -1.12398 -1.71516 0.77089  0.3324
13 H -0.76725 0.08064 1.13558  0.2460
14 H 1.23709 -2.09130 1.99010  0.2958
15 H 1.00409 -0.45938 2.38477  0.2603
16 H -2.15531 0.98195 -1.58419  0.3058

2.
A molecular structure, C8H12. Source: OMol25; level of theory: ωB97M-V with the def2-TZVPD basis set.

Properties
2S+1 ... 1
LUMO ... 0.70 eV
Total energy ... -8486.2136 eV
Molar mass ... 108.184 u
Gap between HOMO and LUMO ... 9.9 eV

Last column: Mulliken charge in e.
Positions of all 20 atoms, in Å:
1 C -1.32633 -0.77315 1.27878  -0.9848
2 C -1.18265 -0.21342 -0.06489  0.3862
3 C -2.24320 0.05705 -0.89299  -0.8544
4 C -0.07598 0.71056 -0.05023  0.4484
5 C -0.07035 1.96779 -0.23225  -0.7713
6 C 1.29402 0.00761 -0.11736  0.3379
7 C 1.35510 -1.20888 -1.03240  -1.1731
8 C 2.36295 0.32849 0.60851  -1.0545
9 H -0.20426 -1.13161 1.57523  0.3304
10 H -2.08797 -1.66068 1.24959  0.3571
11 H -1.83338 0.07136 2.18378  0.2133
12 H -2.20279 0.80144 -1.73451  0.3478
13 H -3.23734 -0.45837 -0.48008  0.1993
14 H 1.00536 2.29878 -0.49318  0.2794
15 H -0.98846 2.58215 -0.02792  0.3299
16 H 0.97433 -0.87716 -2.02803  0.2678
17 H 0.59337 -1.84890 -0.64516  0.2640
18 H 2.30117 -1.65007 -1.08637  0.4771
19 H 2.28795 1.16649 1.41896  0.2135
20 H 3.27845 -0.16949 0.57052  0.3860

3.
A molecular structure, C40H35BIN8O6P2Pb. Source: OMol25; level of theory: ωB97M-V with the def2-TZVPD basis set.

Properties
2S+1 ... 1
LUMO ... 1.98 eV
Total charge ... -1
Total energy ... -98863.0246 eV
Molar mass ... 1130.634 u
Gap between HOMO and LUMO ... 6.4 eV

Last column: Mulliken charge in e.
Positions of all 94 atoms, in Å:
1 Pb 0.03549 -1.28054 -1.01526  1.9565
2 C 0.99560 -3.54159 -5.23134  -1.3406
3 C 0.31294 -3.41620 -4.01455  -0.7458
4 N 0.75875 -2.37295 -3.33324  0.6568
5 N 1.73236 -1.80774 -4.07408  -0.2523
6 C 1.89215 -2.49417 -5.21851  -0.1562
7 B 2.59275 -0.62365 -3.55873  -0.0567
8 N 1.75119 0.66838 -3.42236  -0.2816
9 C 1.91259 1.80727 -4.11787  -0.1918
10 C 0.90546 2.68097 -3.76846  -1.4630
11 C 0.15722 1.97039 -2.82295  -0.9085
12 N 0.67143 0.76543 -2.62514  0.8749
13 N 3.23657 -1.03458 -2.20702  -0.2667
14 C 4.54352 -1.19753 -1.94973  -0.1550
15 C 4.68623 -1.67733 -0.66387  -1.4337
16 C 3.37436 -1.78611 -0.19152  -0.6814
17 N 2.51915 -1.39738 -1.12599  0.8356
18 H 0.85639 -4.28179 -5.99830  0.4065
19 H -0.44751 -4.04777 -3.58320  0.6544
20 H 2.63420 -2.19186 -5.93705  0.4441
21 H 3.47123 -0.40809 -4.35212  -0.2041
22 H 2.72450 1.90981 -4.81746  0.4593
23 H 0.74858 3.68277 -4.12711  0.4401
24 H -0.73174 2.26645 -2.28663  0.6582
25 H 5.27747 -0.96168 -2.70088  0.4738
26 H 5.59666 -1.91944 -0.14636  0.4420
27 H 2.99823 -2.11440 0.76516  0.5583
28 O -0.12698 -6.35610 3.17589  -0.6376
29 C -0.25471 -5.39002 2.45932  0.1633
30 C -0.99912 -5.33821 1.13237  0.1884
31 O -1.67517 -6.23048 0.65238  -0.7105
32 C -0.73526 -4.00352 0.57789  0.4141
33 C 0.00098 -3.23236 1.49865  -0.1820
34 O 0.34702 -2.01369 1.29193  1.3160
35 C 0.32311 -4.00710 2.69146  -0.0223
36 O 0.93842 -3.62850 3.67827  -0.7216
37 O -1.09215 -3.56324 -0.57186  -0.9757
38 N -0.47296 1.73367 1.07833  -0.0769
39 P -1.85464 0.83707 0.53723  -0.0253
40 C -3.05200 2.22458 0.56456  0.1880
41 C -2.66215 3.53101 0.28194  0.1140
42 C -3.59641 4.55881 0.25563  -0.5838
43 C -4.93356 4.29059 0.49989  -0.5426
44 C -5.33422 2.98687 0.76541  -0.5612
45 C -4.40302 1.96289 0.79390  -0.8940
46 C -2.35775 -0.11721 2.02064  0.6051
47 C -2.81632 -1.41809 1.84348  -0.2696
48 C -3.05140 -2.23888 2.93839  -0.4188
49 C -2.82426 -1.76351 4.21993  -0.6630
50 C -2.38732 -0.45764 4.40765  -0.6603
51 C -2.15826 0.35970 3.31401  -0.3468
52 P 1.05289 0.92175 1.03165  0.1746
53 C 1.46149 0.94097 2.81629  0.4288
54 C 1.62034 2.14835 3.50013  -0.6202
55 C 1.86109 2.15319 4.86338  -0.7077
56 C 1.94918 0.94910 5.55642  -0.5043
57 C 1.79260 -0.25098 4.88280  -0.6192
58 C 1.55053 -0.25952 3.51341  -0.1917
59 C 2.17444 2.23345 0.41928  0.1822
60 C 3.54375 1.96140 0.43144  -0.7665
61 C 4.44734 2.86595 -0.09694  -0.6763
62 C 3.99458 4.05792 -0.65261  -0.5716
63 C 2.63751 4.33359 -0.67206  -0.4667
64 C 1.73141 3.42212 -0.14338  0.1491
65 H -0.61647 2.26521 1.93346  0.4944
66 H -1.61940 3.74665 0.08944  0.3855
67 H -3.27498 5.57054 0.04248  0.4146
68 H -5.66116 5.09235 0.48909  0.3572
69 H -6.37786 2.76801 0.95148  0.3900
70 H -4.71965 0.94762 0.99691  0.3766
71 H -2.96283 -1.79789 0.84038  0.3165
72 H -3.38141 -3.25780 2.78385  0.4698
73 H -2.96911 -2.41403 5.07250  0.3646
74 H -2.20552 -0.08272 5.40677  0.4354
75 H -1.80380 1.37077 3.48351  0.2542
76 H 1.56536 3.08984 2.96245  0.3669
77 H 1.98666 3.09360 5.38564  0.4075
78 H 2.13897 0.95419 6.62260  0.3893
79 H 1.84544 -1.19568 5.40753  0.5293
80 H 1.38828 -1.20092 3.00218  -0.0345
81 H 3.90216 1.02975 0.85699  0.4394
82 H 5.50594 2.64034 -0.08237  0.4287
83 H 4.69934 4.76407 -1.07297  0.3651
84 H 2.27809 5.25778 -1.10700  0.4207
85 H 0.66956 3.62964 -0.16979  0.1651
86 N -3.00769 -2.46517 -2.35262  -0.0725
87 C -3.47204 -1.20521 -2.30517  0.6344
88 O -3.70656 -0.58663 -1.27660  -0.5538
89 C -3.79033 -0.52100 -3.62489  -1.1946
90 I -2.32024 -0.77421 -5.15231  -0.0116
91 H -2.64446 -2.93104 -1.51454  0.2058
92 H -2.69512 -2.83369 -3.23631  0.1210
93 H -3.86876 0.54340 -3.43656  0.4372
94 H -4.72714 -0.89841 -4.02863  0.4673